*w*
A 2-piece molecular cluster, H3NOP overall. Source: OMol25; level of theory: ωB97M-V with the def2-TZVPD basis set.

Output
HOMO level (alpha / beta) (eV): -2.9 / -2.9
Molecular weight (Da): 64.004
HOMO-LUMO gap (alpha / beta) (eV): 6.82 / 7.45
Net charge: -1

Last column: natural (NBO) charge in e.
Atoms and positions in Å:
1 N -0.56 0.51 2.07  -0.704
2 O -0.41 0.67 -1.95  -1.194
3 P -0.23 0.14 -0.61  1.039
4 H 0.09 -0.29 1.98  0.227
5 H 1.21 0.32 -0.44  -0.180
6 H -0.10 -1.36 -1.06  -0.189



*x*
An isolated ion of composition H3NOP and charge -1. Source: OMol25; level of theory: ωB97M-V with the def2-TZVPD basis set.

Output
HOMO level (eV): -0.9
Molecular weight (Da): 64.004
SMILES string: [NH-]OP
HOMO-LUMO gap (eV): 5.72
Net charge: -1

Last column: natural (NBO) charge in e.
Atoms and positions in Å:
1 N 0.56 0.16 2.12  -0.807
2 O 0.14 0.45 0.80  -0.778
3 P -1.17 0.02 -0.12  0.587
4 H 1.12 -0.60 1.95  0.232
5 H -0.41 -0.10 -1.15  -0.117
6 H -1.56 1.31 -0.41  -0.117



*x* is the most stable structure; the next one sits 0.123 eV above it.



*w*
A 2-piece molecular cluster, C5H16NO overall. Source: OMol25; level of theory: ωB97M-V with the def2-TZVPD basis set.

Output
HOMO level (eV): -14.2
Molecular weight (Da): 106.189
HOMO-LUMO gap (eV): 10.89
Net charge: +1

Last column: natural (NBO) charge in e.
Atoms and positions in Å:
1 C -0.70 -1.48 1.49  -0.640
2 C -0.65 -0.89 0.10  -0.008
3 C 0.63 -0.17 -0.25  -0.450
4 C 0.81 0.43 -1.63  -0.408
5 C 0.08 1.76 -1.77  -0.618
6 N -0.81 -2.09 -0.92  -0.706
7 H -1.66 -1.97 1.68  0.230
8 H -0.56 -0.62 2.14  0.267
9 H 0.03 -2.28 1.61  0.222
10 H -1.46 -0.20 -0.14  0.221
11 H 0.82 0.53 0.58  0.265
12 H 1.43 -0.89 -0.02  0.212
13 H 1.88 0.66 -1.71  0.242
14 H 0.58 -0.30 -2.41  0.176
15 H 0.08 2.04 -2.83  0.230
16 H -0.93 1.76 -1.34  0.200
17 H 0.56 2.59 -1.25  0.231
18 H -0.84 -2.99 -0.44  0.446
19 H -0.09 -1.94 -1.62  0.445
20 H -1.68 -2.01 -1.46  0.440
21 H 1.57 2.82 3.13  0.479
22 H 0.24 2.78 3.92  0.480
23 O 0.68 2.46 3.15  -0.958



*x*
A 2-piece molecular cluster, C5H16NO overall. Source: OMol25; level of theory: ωB97M-V with the def2-TZVPD basis set.

Output
HOMO level (eV): -14.7
Molecular weight (Da): 106.189
HOMO-LUMO gap (eV): 11.50
Net charge: +1

Last column: natural (NBO) charge in e.
Atoms and positions in Å:
1 C -0.24 -0.56 -1.27  -0.227
2 C -0.03 0.73 -0.50  -0.425
3 C -1.05 1.01 0.61  -0.217
4 C -2.47 1.19 0.08  -0.631
5 C -0.56 2.16 1.50  -0.602
6 N 0.52 -1.67 -0.61  -0.684
7 H -1.28 -0.85 -1.37  0.234
8 H 0.17 -0.42 -2.25  0.231
9 H 0.95 0.80 -0.08  0.213
10 H -0.03 1.57 -1.20  0.239
11 H -1.08 0.11 1.23  0.177
12 H -2.41 1.54 -0.96  0.205
13 H -3.12 0.32 0.05  0.220
14 H -3.03 2.00 0.54  0.240
15 H 0.53 2.21 1.42  0.199
16 H -0.79 2.10 2.55  0.234
17 H -0.88 3.10 1.06  0.219
18 H 0.17 -2.61 -0.82  0.440
19 H 0.52 -1.53 0.40  0.437
20 H 1.54 -1.67 -0.78  0.475
21 H 3.63 -2.98 0.08  0.503
22 H 3.74 -1.56 0.52  0.500
23 O 3.11 -2.18 0.13  -0.980



*x* is the most stable structure; the next one sits 0.306 eV above it.